Entry 1:
C12H30BF4KN2 | ωB97M-V/def2-TZVPD

gap between HOMO and LUMO = 8.675 eV
relative energy (zero: lowest compared OMol25 entry of this formula, charge and spin) = 618.91 kJ/mol
net charge = 0
DFT total energy = -43781.88197 eV
HOMO level = -8.59 eV

Geometry as XYZ:
```
50
Properties=species:S:1:pos:R:3:lowdin_charge:R:1
K 0.315 -0.470 -0.968 1.0812
B 1.865 -2.088 -1.427 -1.4205
F 2.349 -0.894 -1.961 0.0650
F 1.580 -1.760 -0.112 -0.0629
F 0.699 -2.473 -2.008 0.1272
F 2.835 -3.077 -1.478 0.1653
C -0.821 -2.843 0.877 -0.0670
C -1.766 -2.222 -0.171 -0.2345
N -1.662 -0.769 -0.276 -0.3490
C -2.439 -0.357 -1.479 -0.2381
C -3.977 -0.556 -1.328 -0.0593
C -2.060 0.007 0.908 -0.2106
C -1.847 1.493 0.677 -0.0998
H 0.194 -2.463 0.758 0.0480
H -0.820 -3.931 0.821 0.0938
H -1.131 -2.682 1.909 0.0829
H -1.439 -2.711 -1.089 0.1137
H -2.748 -2.655 0.021 0.1174
H -2.211 0.641 -1.854 0.1102
H -2.181 -1.026 -2.300 0.1161
H -4.527 -0.064 -2.131 0.0737
H -4.185 -1.619 -1.446 0.0745
H -4.319 -0.038 -0.432 0.0662
H -1.469 -0.244 1.789 0.0764
H -3.091 -0.183 1.209 0.1192
H -1.921 2.052 1.609 0.1176
H -2.509 1.907 -0.084 0.0958
H -0.826 1.753 0.399 0.0119
C 3.643 1.495 1.133 -0.0491
C 2.683 0.543 0.361 -0.1928
N 1.258 1.035 0.174 -0.3458
C 1.162 2.254 -0.600 -0.2371
C 1.677 2.030 -2.040 -0.0612
C 0.570 1.182 1.470 -0.2492
C 0.436 -0.155 2.199 -0.0787
H 3.276 1.769 2.122 0.0611
H 3.791 2.450 0.628 0.0628
H 4.583 0.950 1.218 0.0784
H 3.038 0.414 -0.662 0.0980
H 2.647 -0.476 0.745 0.1092
H 0.147 2.652 -0.582 0.1140
H 1.793 3.047 -0.197 0.1143
H 1.331 2.856 -2.662 0.0788
H 2.763 2.109 -2.017 0.0852
H 1.351 1.121 -2.546 0.0544
H -0.422 1.628 1.402 0.0122
H 1.123 1.924 2.047 0.1221
H 1.352 -0.591 2.598 0.0942
H -0.005 -0.975 1.632 0.0151
H -0.087 0.010 3.141 0.1001
```


Entry 2:
H7NbOPS | ωB97M-V/def2-TZVPD

gap between HOMO and LUMO = 6.306 eV
net charge = -1
DFT total energy = -23830.83423 eV
HOMO level = -4.57 eV

Geometry as XYZ:
```
11
Properties=species:S:1:pos:R:3:nbo_charge:R:1
O -1.390 -0.180 2.122 -1.1160
P -1.480 0.271 0.588 0.7195
Nb 0.594 -0.532 -0.655 1.5330
S 1.973 1.499 0.063 -0.5886
H -1.686 1.715 0.508 -0.0652
H -2.646 -0.413 0.025 -0.0734
H 0.170 0.427 -2.149 -0.4519
H 2.109 -1.223 -1.439 -0.3853
H 1.051 -1.457 0.873 -0.4037
H -0.338 -1.972 -1.315 -0.3373
H 1.643 1.865 1.379 0.1688
```


Entry 3:
C28H27FeGeI2NO4S | ωB97M-V/def2-TZVPD

gap between HOMO and LUMO (alpha / beta) = 7.251 / 7.196 eV
relative energy (zero: lowest compared OMol25 entry of this formula, charge and spin) = 53.31 kJ/mol
net charge = +2
DFT total energy = -157081.66319 eV
HOMO level (alpha / beta) = -13.90 / -13.90 eV

Geometry as XYZ:
```
65
Properties=species:S:1:pos:R:3:nbo_charge:R:1
Fe -2.108 -0.257 0.541 0.7967
O -5.286 -2.713 0.976 -0.6013
C -4.167 -2.048 0.951 0.8049
O -4.053 -0.883 0.572 -0.6077
C -2.965 -2.766 1.456 0.0538
C -2.887 -3.968 2.136 -0.1459
C -1.643 -4.329 2.658 -0.1288
C -0.546 -3.486 2.518 -0.1455
C -0.716 -2.307 1.806 0.0925
N -1.889 -1.996 1.285 -0.4210
C 0.319 -1.222 1.656 0.7622
O 1.326 -1.223 2.297 -0.4959
O -0.061 -0.259 0.792 -0.8543
H -6.030 -2.169 0.664 0.5324
H -3.761 -4.588 2.272 0.2692
H -1.543 -5.258 3.202 0.2617
H 0.416 -3.713 2.954 0.2750
I -2.626 2.282 -0.031 0.3698
C -2.745 2.704 2.045 -0.6921
I -2.404 0.898 3.103 0.3343
H -3.741 3.063 2.279 0.2565
H -1.965 3.414 2.303 0.2628
C -2.686 -0.674 -3.240 -0.7144
S -1.806 -1.021 -1.712 0.2303
C -0.994 -2.590 -2.031 -0.7254
H -3.437 -1.433 -3.445 0.2390
H -1.954 -0.618 -4.042 0.2520
H -3.164 0.298 -3.135 0.2455
H -0.206 -2.442 -2.767 0.2477
H -1.707 -3.331 -2.385 0.2424
H -0.551 -2.934 -1.098 0.2285
C 0.199 1.156 -4.676 -0.1853
C 1.053 0.159 -4.228 -0.2010
C 1.377 0.074 -2.881 -0.2005
C 0.835 0.969 -1.959 -0.5311
C -0.002 1.984 -2.430 -0.1568
C -0.321 2.078 -3.775 -0.2341
Ge 1.363 0.858 -0.103 1.8796
C 3.000 -0.108 0.174 -0.5465
C 4.043 0.566 0.803 -0.1220
C 5.274 -0.051 0.973 -0.2111
C 5.468 -1.346 0.521 -0.1685
C 4.431 -2.030 -0.103 -0.2011
C 3.208 -1.411 -0.281 -0.2023
C 1.101 2.464 0.944 -0.5468
C 1.076 3.728 0.353 -0.2064
C 0.890 4.866 1.127 -0.1953
C 0.742 4.752 2.501 -0.1906
C 0.797 3.503 3.106 -0.2432
C 0.982 2.367 2.333 -0.1502
H -0.037 1.235 -5.729 0.2372
H 1.489 -0.538 -4.930 0.2345
H 2.077 -0.689 -2.561 0.2275
H -0.386 2.734 -1.748 0.2036
H -0.954 2.882 -4.126 0.2315
H 3.903 1.576 1.170 0.2134
H 6.081 0.480 1.459 0.2339
H 6.428 -1.826 0.653 0.2344
H 4.585 -3.041 -0.453 0.2284
H 2.406 -1.961 -0.766 0.1957
H 1.210 3.838 -0.716 0.2251
H 0.877 5.841 0.659 0.2359
H 0.612 5.641 3.105 0.2370
H 0.721 3.419 4.183 0.2331
H 1.054 1.401 2.818 0.2172
```


Entry 4:
C31H28F12N3O3PSTeTi | ωB97M-V/def2-TZVPD

gap between HOMO and LUMO = 5.896 eV
relative energy (zero: lowest compared OMol25 entry of this formula, charge and spin) = 2.91 kJ/mol
net charge = -2
DFT total energy = -126360.50913 eV
HOMO level = -1.96 eV

Geometry as XYZ:
```
81
Properties=species:S:1:pos:R:3:lowdin_charge:R:1
Ti 0.974 0.226 -0.992 0.7681
C -5.377 2.005 0.714 -0.5061
Te -3.771 1.919 -0.701 1.0911
C -3.719 -0.207 -0.694 -0.4665
H -5.109 1.443 1.606 -0.0441
H -6.288 1.601 0.276 -0.0184
H -5.540 3.050 0.974 -0.0249
H -4.640 -0.602 -1.119 -0.0018
H -3.596 -0.547 0.332 -0.0331
H -2.877 -0.484 -1.327 -0.0315
F 2.604 -1.061 -1.606 -0.4007
C 3.914 -1.684 -2.531 -0.2172
F 4.887 -1.016 -1.860 -0.0449
F 3.727 -0.916 -3.624 -0.0234
S -0.454 0.547 -3.282 0.6392
O 0.167 -0.759 -2.685 -0.6123
O -1.919 0.431 -3.268 -0.5258
O -0.052 1.484 -2.029 -0.5988
F 0.715 -8.257 -2.524 0.1180
C 1.552 -7.301 -2.996 -0.5759
F 2.789 -7.851 -2.958 0.1215
F 1.248 -7.133 -4.294 0.1270
C 1.470 -6.036 -2.199 -0.1351
C 1.249 -4.818 -2.813 0.0144
C 1.192 -3.656 -2.046 -0.0458
C 1.357 -3.730 -0.668 -0.3184
C 1.578 -4.968 -0.060 -0.0654
C 1.639 -6.119 -0.818 -0.0209
P 1.216 -2.183 0.299 1.1174
C 0.007 -2.728 1.572 -0.3285
C 0.321 -3.261 2.819 -0.0724
C -0.682 -3.650 3.692 -0.0119
C -2.012 -3.507 3.323 -0.1281
C -2.344 -2.977 2.085 -0.0106
C -1.334 -2.596 1.215 -0.0789
C -3.074 -3.912 4.301 -0.5801
F -3.118 -3.112 5.380 0.1359
F -2.846 -5.166 4.782 0.1055
F -4.302 -3.930 3.764 0.1328
C 2.799 -2.125 1.203 -0.3291
C 2.885 -1.339 2.352 -0.0837
C 4.098 -1.156 2.990 -0.0104
C 5.245 -1.738 2.462 -0.1338
C 5.179 -2.484 1.295 -0.0010
C 3.958 -2.675 0.667 -0.0621
C 6.557 -1.590 3.165 -0.5750
F 6.832 -2.655 3.962 0.1146
F 6.605 -0.507 3.965 0.1231
F 7.597 -1.492 2.313 0.1254
H 1.121 -4.761 -3.884 0.1211
H 1.014 -2.697 -2.514 0.0731
H 1.696 -5.029 1.016 0.1067
H 1.808 -7.080 -0.347 0.1169
H 1.356 -3.372 3.118 0.1006
H -0.432 -4.062 4.661 0.1190
H -3.381 -2.837 1.813 0.1159
H -1.592 -2.159 0.256 0.1037
H 2.000 -0.841 2.732 0.1142
H 4.158 -0.540 3.877 0.1179
H 6.080 -2.894 0.858 0.1222
H 3.920 -3.212 -0.274 0.0978
C 3.307 3.508 -0.708 -0.0778
C 2.513 2.643 0.282 -0.6829
C 1.153 3.306 0.524 -0.0768
C 3.276 2.586 1.613 -0.0814
C 2.397 1.235 -0.272 -0.1832
H 3.447 4.525 -0.321 0.0694
H 2.773 3.568 -1.659 0.0816
H 4.290 3.071 -0.898 0.0752
H 1.282 4.344 0.849 0.0739
H 0.595 2.776 1.296 0.0627
H 0.550 3.299 -0.385 0.0702
H 3.399 3.589 2.041 0.0713
H 4.267 2.145 1.472 0.0746
H 2.733 1.970 2.333 0.0706
H 3.389 0.813 -0.471 0.0386
N -0.333 0.371 0.643 0.0804
C -0.983 0.470 1.604 -0.3569
N -1.568 0.621 2.741 0.0891
C -2.797 0.195 2.941 -0.4246
N -3.874 -0.146 3.213 0.0999
```


Entry 5:
C13H12F3N5O3S | ωB97M-V/def2-TZVPD

SMILES = Nn1c(SCC(=O)Nc2ccc3c(c2)OCCO3)nnc1C(F)(F)F
gap between HOMO and LUMO = 8.707 eV
relative energy (zero: lowest compared OMol25 entry of this formula, charge and spin) = 4.51 kJ/mol
net charge = 0
DFT total energy = -46255.39149 eV
HOMO level = -8.20 eV

Geometry as XYZ:
```
37
Properties=species:S:1:pos:R:3:nbo_charge:R:1
N 1.127 -5.922 -0.100 -0.6210
N 0.436 -5.307 -1.125 -0.1749
C 0.158 -3.981 -1.282 0.1385
N -0.422 -3.778 -2.445 -0.3254
N -0.538 -4.949 -3.059 -0.2155
C -0.021 -5.869 -2.289 0.1460
C 0.046 -7.328 -2.564 0.9608
F 1.304 -7.760 -2.753 -0.3121
F -0.429 -8.040 -1.515 -0.3323
F -0.660 -7.686 -3.629 -0.2909
S 0.528 -2.793 -0.074 0.3034
C -0.106 -1.363 -0.997 -0.6113
H -1.150 -1.551 -1.248 0.2582
H 0.471 -1.264 -1.917 0.2545
C 0.068 -0.172 -0.067 0.6702
O 0.538 -0.314 1.039 -0.5970
N -0.354 0.988 -0.623 -0.5869
C -0.349 2.279 -0.070 0.1391
C 0.126 2.541 1.206 -0.2939
C 0.106 3.838 1.702 0.3076
C -0.417 4.879 0.928 0.1858
C -0.871 4.608 -0.356 -0.2213
C -0.834 3.323 -0.856 -0.2459
H -1.191 3.127 -1.856 0.2072
H -1.257 5.424 -0.945 0.2294
O -0.504 6.165 1.395 -0.4825
C -0.337 6.261 2.793 -0.0965
C 0.852 5.412 3.240 -0.0979
H 1.007 5.480 4.317 0.2031
O 0.612 4.051 2.955 -0.4925
H 1.756 5.751 2.715 0.1801
H -0.177 7.317 3.014 0.2023
H -1.244 5.910 3.303 0.1795
H 0.521 1.756 1.827 0.2635
H -0.724 0.941 -1.563 0.4018
H 1.309 -5.247 0.638 0.3823
H 0.619 -6.725 0.262 0.3846
```